# 1
A structure of composition C24H31Br30Cl2N2O6P2S, computed with ωB97M-V with the def2-TZVPD basis set.

The geometry in ORCA input format:
```
! wB97M-V def2-TZVPD RIJCOSX def2/J DEFGRID3
* xyz 1 1
H 1.7705 -2.2622 -0.2541
C 4.1180 2.8167 8.5365
C -2.6013 -4.5072 1.7585
Cl 0.0721 -6.8643 -1.1932
H -3.5256 -1.2892 3.6059
C -0.4064 -7.8737 4.9795
H 0.8718 -1.6041 -2.5847
Br -8.0655 1.9530 -2.2183
H 0.8509 -0.6834 0.3318
H 0.1198 3.7156 5.1274
Br 2.2514 4.9091 5.6360
Br -0.6167 6.0667 4.7316
C 9.2101 4.7830 -7.1328
H -1.4962 -0.6836 -3.8269
O 1.1081 -0.4576 3.5537
Br -8.3816 3.8647 -4.7933
C -1.5444 0.2802 -3.1484
H -1.3189 1.4854 5.1849
Br 3.0206 1.6230 7.4619
H -6.6110 2.1986 -4.2312
H -1.2226 1.1866 -3.8294
Br 5.9730 2.8188 7.9503
H -4.8094 -2.2265 -0.0706
H -0.8232 0.3730 1.2564
C -1.4894 -0.2745 1.9678
Br 6.2032 3.1241 -0.0571
H 0.4256 0.8552 -2.0308
P -0.6352 -0.1546 3.7139
C -4.0058 -5.8098 3.7970
H -6.0159 -3.6873 0.7497
C -7.6997 2.1733 -4.1163
C -2.6314 -2.9323 2.1718
H 6.8110 2.3122 -2.3371
H 3.4172 -1.3707 -3.4840
C 0.1065 -1.3894 -1.7231
H 1.1840 -1.4726 3.4647
O -4.0933 1.2205 -3.8182
Br 5.5876 -2.4910 -3.9953
H -3.2567 -6.2951 4.5599
Br -0.3430 4.4067 7.4801
C -9.0222 6.7424 -1.8402
Br 4.9155 -0.0898 -1.9539
P 0.5342 -4.8153 -0.8221
C -1.5241 -1.8682 1.5871
Br 6.9551 4.7736 -2.7214
C 4.2449 -1.6862 -2.8403
Br 10.0366 3.8577 -5.6345
Br 8.3979 0.1724 -4.2381
C -5.1532 -2.1242 2.2451
Br 7.2909 4.4735 -7.2051
H -5.0800 -5.5345 4.2383
H 3.7331 3.8302 8.3828
H -1.1092 0.3698 -0.9057
Br 3.9599 2.4312 10.4366
H -0.8007 -2.1420 -1.9043
Br 3.5707 3.4517 -4.6403
O -0.8776 1.4847 4.2856
S -3.3057 0.6414 -2.5856
H -4.4577 -6.0410 1.5709
N -0.6697 -4.0831 0.3397
C -3.7400 -5.5197 2.3617
H -2.5739 0.1390 2.1233
Br -1.5311 -6.9306 6.2561
Br 1.1732 -6.8419 4.5059
H 1.3378 4.2634 -3.8771
H -0.0563 -8.7855 5.4744
H 9.3548 5.8554 -6.9654
Br 3.5198 -2.9689 -1.5703
H 7.7162 2.1702 -5.5690
Br -1.4064 -8.4296 3.4061
Br -9.2775 8.3913 -2.8404
C -5.3543 -2.7082 0.8758
C 7.2104 3.1247 -1.7213
Br 8.4387 0.6637 -7.4226
Br 10.0773 4.3490 -8.8190
H -4.0003 -3.0397 4.1240
C -3.8152 -2.3678 3.1844
Br 9.0947 2.7409 -1.4271
O -4.0732 -0.6447 -2.0931
C 0.7360 -1.7169 -0.2089
C -0.4825 0.1344 -1.8655
N -1.5495 -4.9847 0.8278
Br -7.1379 6.3586 -1.5461
Br 5.6523 0.7882 -5.8087
C 1.8265 3.2869 -3.7951
Br 0.6924 2.0048 -4.7194
Br -10.0293 6.7418 -0.1761
Br -8.3460 0.6631 -5.1581
C 7.5714 1.0978 -5.7364
Cl -3.4306 2.0503 -1.0295
C 0.3245 4.6452 5.6686
O -1.1740 -1.2342 4.7416
C -0.4492 -2.6183 0.5467
H 1.9175 -4.9296 0.9922
Br 1.9766 2.8846 -1.8977
O 2.0977 -4.8386 0.0103
H -6.0158 -1.4058 2.6348
H -9.4216 5.9299 -2.4561
*
```

Summary:
Molecular weight, g/mol: 3005.56
LUMO, eV: -4.703
ΔE to the lowest compared entry with this formula, charge and spin, kJ/mol: 1493.5
E, eV: -2196362.09636
Highest occupied orbital energy, eV: -10.2

Let us look at the Löwdin charges, expressed in e, one per atom: H -0.022; C -1.613; C -0.057; Cl 0.205; H 0.099; C -1.571; H 0.110; Br 0.539; H 0.118; H -0.060; Br 0.557; Br 0.566; C -1.562; H 0.144; O -0.226; Br 0.562; C -0.288; H 0.100; Br 0.510; H -0.046; H -0.025; Br 0.558; H 0.071; H 0.091; C -0.177; Br 0.545; H 0.006; P 0.748; C -0.009; H 0.089; C -1.595; C 0.021; H -0.081; H -0.026; C -0.189; H 0.096; O -0.423; Br 0.576; H -0.042; Br 0.556; C -1.613; Br 0.549; P 0.703; C -0.015; Br 0.546; C -1.545; Br 0.578; Br 0.546; C -0.127; Br 0.570; H 0.105; H -0.045; H 0.067; Br 0.564; H 0.119; Br 0.559; O -0.215; S 0.503; H 0.129; N -0.307; C -0.115; H 0.119; Br 0.618; Br 0.545; H -0.013; H -0.018; H -0.020; Br 0.708; H -0.120; Br 0.576; Br 0.558; C -0.028; C -1.604; Br 0.572; Br 0.574; H 0.127; C -0.150; Br 0.555; O -0.443; C -0.156; C -0.224; N 0.053; Br 0.521; Br 0.506; C -1.521; Br 0.707; Br 0.554; Br 0.563; C -1.598; Cl 0.341; C -1.604; O -0.373; C -0.030; H 0.075; Br 0.610; O -0.457; H 0.120; H -0.053

# 2
A cluster of 2 separate species, C5H3F2O2 in total, computed with ωB97M-V with the def2-TZVPD basis set.

The geometry in ORCA input format:
```
! wB97M-V def2-TZVPD RIJCOSX def2/J DEFGRID3
* xyz -1 1
F 1.7949 -0.9725 1.3249
H -2.2150 -0.9906 -1.2238
H -2.6757 -1.2978 0.7513
O 2.5319 1.5751 0.8599
H -2.1205 1.6707 0.1292
C -2.0602 -0.8893 -0.1021
C -1.7293 0.6525 0.0615
C 1.3575 -0.4020 0.1792
C 2.1418 0.9840 -0.1347
C -0.7717 -0.1891 0.2590
O 2.2631 1.1059 -1.3406
F 1.4833 -1.2468 -0.7637
*
```

Summary:
Molecular weight, g/mol: 133.07
LUMO, eV: 3.904
E, eV: -14760.21237
Highest occupied orbital energy, eV: -4.5

Let us look at the Löwdin charges, expressed in e, one per atom: F 0.063; H 0.074; H 0.066; O -0.016; H 0.075; C -0.168; C -0.101; C -0.308; C -0.717; C -0.091; O -0.012; F 0.134

# 3
A structure of composition C19H19F4IN2O2Pb, computed with ωB97M-V with the def2-TZVPD basis set.

The geometry in ORCA input format:
```
! wB97M-V def2-TZVPD RIJCOSX def2/J DEFGRID3
* xyz 2 1
C 1.9807 -2.3016 -2.6004
C -2.3072 -0.5278 1.9199
N 0.9230 1.9291 -0.3718
C -0.8786 1.0989 -1.8752
H 1.2920 2.6284 1.5691
O -1.0450 -0.7692 1.8545
H 3.9664 1.2061 -1.7631
C 2.6508 -1.0421 -2.6668
H -1.5799 2.9017 0.5006
Pb 0.6537 -0.4498 0.3470
C -2.3214 -1.8983 4.0626
C 2.8728 1.2054 -1.7968
H -2.4606 -3.0390 5.8694
H 2.8809 1.7115 0.3008
H -1.5563 0.9114 -1.0331
C 3.1418 -3.1583 -4.5135
H 0.7271 2.4359 -2.4222
H -1.5105 1.3406 -2.7297
H 2.6039 1.6735 -2.7490
H 3.3302 -3.9598 -5.2147
C 3.8146 -1.9516 -4.6250
F 4.2604 0.2147 -3.8943
C -2.9848 -1.0163 3.2055
H 2.6533 3.0788 -0.7733
C -4.9282 -1.0205 4.6113
H -0.3407 0.1817 -2.1460
F 4.6946 -1.7802 -5.5951
H 0.7573 3.8647 0.4437
N 2.3378 -0.1353 -1.7480
C -0.8386 2.6893 1.2696
C -4.2657 -1.9167 5.4805
C 3.5860 -0.9150 -3.7412
C 0.5792 2.8332 0.7650
C 0.0848 2.2335 -1.5675
C -4.2874 -0.5824 3.4813
C -2.9531 -2.3525 5.1936
H -5.9332 -0.6948 4.8435
C 2.2142 -3.3188 -3.4860
H -4.7653 0.0899 2.7817
I -5.2004 -2.5882 7.1435
F 1.5498 -4.4580 -3.3686
O -2.9926 0.0378 1.0898
H -1.3166 -2.2119 3.8221
H -1.0510 1.7027 1.6687
C 2.3738 2.0317 -0.6161
H -0.4740 3.1503 -1.3795
H -1.0025 3.4001 2.0790
F 1.0647 -2.4628 -1.6257
*
```

Summary:
Molecular weight, g/mol: 717.47
LUMO (spin up / spin down), eV: -7.592 / -9.676
ΔE to the lowest compared entry with this formula, charge and spin, kJ/mol: 36.3
E, eV: -51287.25380
Highest occupied orbital energy (spin up / spin down), eV: -14.6 / -14.2

Let us look at the Löwdin charges, expressed in e, one per atom: C -0.131; C -0.610; N -0.314; C -0.084; H 0.125; O -0.312; H 0.143; C -0.152; H 0.088; Pb 1.698; C 0.020; C -0.195; H 0.112; H 0.121; H 0.060; C 0.150; H 0.119; H 0.105; H 0.131; H 0.161; C -0.194; F 0.141; C -0.045; H 0.147; C -0.088; H 0.048; F 0.152; H 0.137; N 0.021; C -0.060; C -0.698; C -0.109; C -0.238; C -0.206; C 0.032; C -0.091; H 0.115; C -0.198; H 0.138; I 1.326; F 0.144; O 0.082; H 0.128; H 0.037; C -0.195; H 0.127; H 0.100; F 0.010

# 4
A structure of composition C2H2O2Zn, computed with ωB97M-V with the def2-TZVPD basis set.

The geometry in ORCA input format:
```
! wB97M-V def2-TZVPD RIJCOSX def2/J DEFGRID3
* xyz 1 2
C -0.1548 -0.5133 0.0344
C -0.2208 0.7455 -0.7724
O -1.2208 1.3447 -0.7303
Zn 2.4138 0.4384 1.0209
O 0.9013 -0.5144 0.8094
H -0.3072 -1.3680 -0.6564
H -1.4115 -0.1329 0.2943
*
```

Summary:
Molecular weight, g/mol: 123.43
LUMO (spin up / spin down), eV: -8.072 / -7.700
ΔE to the lowest compared entry with this formula, charge and spin, kJ/mol: 76.3
E, eV: -54605.93386
Highest occupied orbital energy (spin up / spin down), eV: -13.5 / -15.6

Let us look at the Löwdin charges, expressed in e, one per atom: C -0.322; C 0.067; O 0.233; Zn 0.973; O -0.360; H 0.155; H 0.254

# 5
A cluster of 7 separate species, C24H32BrN6S in total, computed with ωB97M-V with the def2-TZVPD basis set.

The geometry in ORCA input format:
```
! wB97M-V def2-TZVPD RIJCOSX def2/J DEFGRID3
* xyz 1 1
N 3.8102 2.8916 -2.4205
Br 0.5751 3.9101 -1.2485
C -4.0558 -0.3533 1.3162
N -4.2307 -2.4075 4.3344
H 4.0606 0.7815 -4.0194
N -4.7984 -7.7898 6.9670
C -4.0273 -8.9151 7.0698
H 1.9680 7.0185 -4.7986
H -3.2595 -8.9942 7.8196
C 2.6779 9.1078 -5.1338
H 1.7748 9.6861 -5.2308
C -3.6351 -2.0691 5.5185
H 4.2816 0.9740 -1.6009
C 3.2724 -1.4826 -6.1099
C 4.6601 1.8887 -2.0258
H -2.2189 4.6736 -0.9750
H -4.7164 -6.9811 7.5503
H 4.3214 10.6038 -5.3883
H 2.8149 2.8644 -2.3461
H 2.3369 0.5227 -5.8193
C 2.7435 7.7569 -4.9133
H -4.0226 -10.7713 5.9241
H -6.0483 -9.5882 4.5616
C 4.8452 8.5151 -5.0438
C 4.7791 -1.1494 -4.4749
C -3.4605 0.8781 1.3942
H 6.6825 4.2191 -3.1753
H -4.9614 -5.0158 6.1318
C -5.4957 -9.1743 5.3879
H -1.9127 2.6040 -0.6469
H -3.5130 -3.1211 7.4264
C -3.8571 -3.0896 6.4064
H 5.5708 -1.1924 -3.7468
H 2.7106 -1.9269 -6.9139
S -1.4003 3.8293 -0.2643
C -5.6976 -7.9390 5.9461
H 6.8332 1.7387 -2.0907
H -0.8480 -1.0271 1.8043
H -5.1067 -0.5343 1.1640
H -3.8749 1.8719 1.3329
H 5.9190 8.4459 -5.0390
H -3.1586 -2.3980 1.4773
C 4.3632 -2.0602 -5.4113
C -4.8300 -3.6312 4.4537
H 4.0447 4.8251 -3.2943
C -3.0361 -1.3280 1.4814
H -6.4004 -7.1593 5.7070
C 3.0592 -0.2380 -5.5763
C -4.6148 -4.0800 5.7305
N 4.0662 7.4066 -4.8558
N 3.9806 -0.0443 -4.5824
H 4.7959 -3.0318 -5.5779
C -4.4364 -9.7931 6.1004
H -3.1063 -1.1378 5.6267
H -4.2287 -1.8432 3.5061
C -1.8491 -0.6637 1.6498
H 4.4119 6.4804 -4.7088
N -2.1157 0.6775 1.5959
C 4.0102 9.5877 -5.2171
C 5.8597 3.6039 -2.8540
C 5.9386 2.3047 -2.2854
C 4.5353 3.9402 -2.9279
H -1.4327 1.3994 1.7080
H -5.3534 -4.0766 3.6250
*
```

Summary:
Molecular weight, g/mol: 516.53
LUMO, eV: -7.496
E, eV: -115214.09592
Highest occupied orbital energy, eV: -9.2

Let us look at the Löwdin charges, expressed in e, one per atom: N -0.018; Br 0.472; C -0.097; N 0.005; H 0.091; N -0.002; C -0.139; H 0.093; H 0.105; C -0.111; H 0.091; C -0.141; H 0.117; C -0.110; C -0.159; H -0.019; H 0.132; H 0.095; H 0.050; H 0.098; C -0.157; H 0.090; H 0.089; C -0.130; C -0.139; C -0.155; H 0.101; H 0.065; C -0.113; H -0.030; H 0.091; C -0.107; H 0.105; H 0.092; S 0.583; C -0.152; H 0.105; H 0.118; H 0.106; H 0.098; H 0.109; H 0.108; C -0.106; C -0.131; H 0.088; C -0.108; H 0.101; C -0.148; C -0.104; N -0.005; N 0.000; H 0.093; C -0.112; H 0.102; H 0.092; C -0.110; H 0.114; N -0.020; C -0.103; C -0.080; C -0.081; C -0.132; H 0.116; H 0.107

# 6
A cluster of 2 separate species, C18H18N2O3S2 in total, computed with ωB97M-V with the def2-TZVPD basis set.

The geometry in ORCA input format:
```
! wB97M-V def2-TZVPD RIJCOSX def2/J DEFGRID3
* xyz 0 1
H -2.3264 3.9904 -2.5511
S 2.5427 0.0838 3.2601
H 1.4448 -4.8756 -0.2776
C 1.7243 -1.0092 2.2435
H -4.8340 -0.2647 -1.9320
O 2.7875 0.7612 -0.4603
C 1.3164 0.6119 4.5233
C -2.1767 1.8178 -2.4274
N 4.3902 -5.8977 -1.8053
C -2.8837 0.6166 -2.3525
C 1.6544 1.0094 -0.7580
C 2.7082 1.6319 2.3000
N 0.5106 1.3318 -1.0157
H 1.7430 1.9825 1.9189
C 2.3331 -2.0850 1.5386
H 0.6266 -0.9807 2.3375
H -2.4118 -0.3447 -2.5312
C 4.2699 -3.1988 0.5292
C -4.9149 1.8672 -1.9141
O 0.0949 3.0681 -3.0611
H 3.3471 1.3812 1.4505
C 1.5073 -3.1029 0.9493
H 1.6797 1.5613 4.9239
C 3.7469 -2.2230 1.3661
H -4.7630 4.0034 -1.9513
H 3.1582 2.3904 2.9497
C 2.0616 -4.0853 0.1489
H -6.9658 1.3461 -2.4354
C -4.2433 0.6494 -2.0512
H -6.7901 2.8771 -1.5706
O -0.1292 0.6072 -3.5550
S -0.3852 1.7514 -2.7137
C 3.9803 -5.1120 -1.0311
H 0.3119 0.7305 4.1157
C 3.4416 -4.1251 -0.1243
H -6.6427 1.3388 -0.7058
C -2.8382 3.0502 -2.3617
C -4.2038 3.0666 -2.0628
C -6.4019 1.8580 -1.6426
H 0.4304 -3.0749 1.1672
H 1.3308 -0.1773 5.2797
H 4.4211 -1.5443 1.8950
H 5.3475 -3.2829 0.3948
*
```

Summary:
Molecular weight, g/mol: 374.49
LUMO, eV: -0.946
ΔE to the lowest compared entry with this formula, charge and spin, kJ/mol: 357.2
E, eV: -49747.38155
Highest occupied orbital energy, eV: -6.6

Let us look at the Löwdin charges, expressed in e, one per atom: H 0.118; S 0.990; H 0.114; C -0.419; H 0.126; O 0.101; C -0.247; C -0.275; N 0.117; C -0.045; C -0.383; C -0.269; N 0.050; H 0.060; C -0.320; H 0.070; H 0.122; C -0.047; C -0.259; O -0.291; H 0.030; C -0.049; H 0.050; C -0.059; H 0.120; H 0.051; C -0.052; H 0.090; C -0.028; H 0.075; O -0.285; S 0.799; C -0.197; H 0.059; C -0.262; H 0.088; C -0.041; C -0.023; C -0.047; H 0.108; H 0.053; H 0.094; H 0.115

Q: Which value of molecular weight does entry 5 give?
A: 516.53 g/mol

Q: Which of these has the lowest molecular weight?
A: C2H2O2Zn